# CH4NO4P

CH4NO4P as an isolated structure in a non-equilibrium geometry (wB97M-V/def2-TZVPD, OMol25).

Last column: Mulliken charge in e.
Cartesian coordinates (Å):
C -0.7844 0.4251 0.1960  -0.84
N -1.9357 -0.1561 -0.3119  -0.31
O 1.6568 0.4238 -1.4047  -0.71
O 1.9596 1.0324 1.0749  -0.71
O 2.4474 -1.2826 0.4479  -0.74
O -2.3631 -1.3379 0.3087  -0.83
P 1.7548 0.0184 0.0250  0.76
H 0.2192 -0.3172 0.1367  0.36
H -0.2453 1.1389 -0.3357  0.38
H -0.8767 0.6283 1.1694  0.37
H -1.8325 -0.5733 -1.3064  0.27

## Properties
HOMO energy, eV: 0.979
Multiplicity: 1
ΔE to the lowest compared entry with this formula, charge and spin, eV: 3.5063
HOMO-LUMO gap, eV: 6.22
Charge: -2
M, u: 125.0